1.
Formula: C6H9ClN2
Source: OMol25
Level of theory: the ωB97M-V functional and the def2-TZVPD basis

The geometry in ORCA input format:
```
! wB97M-V def2-TZVPD RIJCOSX def2/J DEFGRID3
* xyz 0 3
C 0.31001 -1.31384 -2.32828
C -0.86347 -0.81216 -2.81073
C 0.02870 0.76449 -1.57681
C 0.90762 -0.27490 -1.55509
C 0.60743 -0.83360 2.00138
C -0.58442 1.23779 1.71628
N -1.07787 0.42626 -2.27265
N 0.52840 0.50329 1.83069
Cl -0.23898 2.85755 1.75253
H 0.49701 -2.34147 -2.46725
H -1.63402 -1.26217 -3.31396
H -0.01574 1.66359 -1.02036
H 1.61371 -1.23878 2.15531
H -0.29794 -1.29529 1.74348
H 1.84370 -0.47327 -0.97660
H -1.44615 0.82489 1.26242
H -1.61813 1.17373 -2.68339
H 1.28104 1.11313 2.06651
*
```

As for the frontier orbital gap (spin up / spin down): 6.445 / 8.301 eV. As for the expectation value of S²: 2.007. For the highest occupied orbital energy (spin up / spin down), the calculation gives -0.20292 / -0.30623 Ha. For the energy above the lowest of the compared OMol25 structures with the same formula, charge and spin, the calculation gives 0.0 kcal/mol. Its LUMO energy (spin up / spin down) is 0.92 / -0.03 eV.


2.
Formula: CH8N2O3
Source: OMol25
Level of theory: the ωB97M-V functional and the def2-TZVPD basis

The geometry in ORCA input format:
```
! wB97M-V def2-TZVPD RIJCOSX def2/J DEFGRID3
* xyz 0 1
N 1.10958 0.75769 -3.17603
C 1.06448 0.36929 -1.88187
N 2.23877 0.60454 -1.14145
O 0.18605 -0.43438 -1.56148
H 1.72978 1.49106 -3.41911
H 0.76433 0.12839 -3.86389
H 2.33774 -0.20642 -0.49570
H 2.81543 1.41172 -1.31708
O -1.96440 -0.53969 0.81201
H -1.65614 -0.58772 -0.14345
H -1.11017 -0.44400 1.22079
O -1.93279 -0.60104 5.61613
H -2.14076 -0.06138 4.79829
H -2.87645 -0.88215 5.80044
*
```

As for the frontier orbital gap: 10.677 eV. For the highest occupied orbital energy, the calculation gives -0.37561 Ha. For the energy above the lowest of the compared OMol25 structures with the same formula, charge and spin, the calculation gives 34.2 kcal/mol. Its LUMO energy is 0.46 eV.


3.
Formula: C4H4FNS2
Source: OMol25
Level of theory: the ωB97M-V functional and the def2-TZVPD basis

The geometry in ORCA input format:
```
! wB97M-V def2-TZVPD RIJCOSX def2/J DEFGRID3
* xyz 0 1
C 0.16623 -0.50654 -0.09349
C -0.10388 -0.24253 -1.60247
C 0.49982 0.57593 0.77055
C -0.22598 1.89243 0.59533
H -0.28890 -2.63472 -0.17215
H -0.17647 -2.17874 1.63790
H -0.11268 0.96715 -2.01889
H -0.37006 2.14667 -0.46869
N 0.55937 -1.75198 0.38139
F 1.12645 0.23861 1.85782
S -0.52826 -1.53322 -2.54181
S -0.54564 3.02693 1.65452
*
```

As for the frontier orbital gap: 6.944 eV. For the highest occupied orbital energy, the calculation gives -0.32347 Ha. For the energy above the lowest of the compared OMol25 structures with the same formula, charge and spin, the calculation gives 139.7 kcal/mol. Its LUMO energy is -1.86 eV.


4.
Formula: C4H5NO3
Source: OMol25
Level of theory: the ωB97M-V functional and the def2-TZVPD basis

The geometry in ORCA input format:
```
! wB97M-V def2-TZVPD RIJCOSX def2/J DEFGRID3
* xyz 0 1
C 1.61253 -0.76377 0.20138
C 0.24510 -0.27637 0.28732
C -0.90363 -0.91338 -0.20726
C -2.13036 0.08969 0.05200
O -3.31374 -0.09621 -0.14336
O -1.51879 1.24081 0.62171
N 0.01844 1.22204 0.65878
O 0.42908 1.69472 -0.69967
H 1.72110 -1.71466 -0.50493
H 2.04223 -1.03635 1.28629
H 2.11392 -0.00058 -0.50172
H -1.22036 -1.97572 -0.47551
H 0.90448 2.52977 -0.57502
*
```

As for the frontier orbital gap: 10.334 eV. For the highest occupied orbital energy, the calculation gives -0.37436 Ha. For the energy above the lowest of the compared OMol25 structures with the same formula, charge and spin, the calculation gives 122.8 kcal/mol. Its LUMO energy is 0.15 eV.